(1)
# C4H13N3O

A molecular structure, C4H13N3O at a distorted geometry (ωB97M-V with the def2-TZVPD basis set, the OMol25 dataset).

The geometry in XYZ format:
```
21
Properties=species:S:1:pos:R:3:forces:R:3
C -0.62066 -0.59072 -0.58525 -1.1 0.3 -0.7
C 0.61933 -1.35973 -0.13115 0.3 0.4 0.6
C -1.92825 1.25658 1.17121 0.0 0.0 -0.3
C 2.57012 0.09679 0.31921 -0.2 0.1 -0.1
N -0.75842 1.01802 0.32786 0.7 -0.3 -1.9
N 1.89119 -0.82179 -0.57284 0.0 -0.2 0.1
N -0.63813 0.04181 -1.77906 0.1 0.2 -0.4
O -1.74490 -1.30904 -0.16510 0.3 0.0 0.0
H -2.45177 -1.08113 -0.78554 0.1 0.1 0.0
H 0.10841 1.17280 0.83141 0.0 0.3 -0.1
H -0.73231 1.37941 -0.75373 -0.2 -0.5 2.4
H 1.80066 -0.44400 -1.50935 -0.2 0.1 0.1
H -0.85568 -0.49219 -2.61292 0.0 -0.2 0.3
H 0.60674 -1.44199 0.95856 0.1 -0.1 0.0
H 0.51115 -2.38001 -0.51426 -0.2 0.2 -0.1
H -1.88704 2.24854 1.62971 0.0 -0.1 0.0
H -1.99058 0.48716 1.94120 0.0 0.0 0.0
H -2.82528 1.19770 0.55658 0.0 0.0 0.0
H 2.02272 1.03148 0.52939 0.1 0.0 0.0
H 3.52206 0.38700 -0.12606 0.0 0.0 0.0
H 2.78064 -0.39669 1.27013 0.0 0.0 0.0
```
Forces are in eV/Å.

Summary:
**Kohn-Sham gap**: 0.316 Eh
**HOMO level**: -0.2869 Ha
**Relative energy (zero: lowest compared OMol25 entry of this formula, charge and spin)**: 3.557 eV


(2)
# H4N4O2

2 unconnected molecules or ions with the total composition H4N4O2 at a distorted geometry (ωB97M-V with the def2-TZVPD basis set, the OMol25 dataset).

The geometry in XYZ format:
```
10
Properties=species:S:1:pos:R:3:forces:R:3
N 1.32998 0.90369 -0.03512 -1.6 2.8 0.5
N 1.77896 -0.12433 -0.36140 2.1 -3.6 1.2
N -1.53741 0.55447 0.46912 -0.2 -1.6 -0.8
N -0.64764 -0.12371 1.11775 1.8 -3.1 0.1
O -0.21716 -1.28443 0.72983 -2.6 3.2 0.2
O -1.91420 0.40161 -0.89046 1.5 -3.0 0.9
H 1.57595 -1.07580 0.20490 -0.3 1.5 -1.3
H 2.61871 -0.16843 -0.94558 0.2 -0.3 -0.7
H -1.39656 1.49032 0.68567 -0.1 2.1 0.3
H -1.59062 -0.57339 -0.97470 -0.8 1.9 -0.5
```
Forces are in eV/Å.

Summary:
**Kohn-Sham gap**: 0.326 Eh
**HOMO level**: -0.3010 Ha
**Relative energy (zero: lowest compared OMol25 entry of this formula, charge and spin)**: 2.364 eV


(3)
# C29H22AsCrF6IN5O2S4

A molecular structure, C29H22AsCrF6IN5O2S4 at a distorted geometry (ωB97M-V with the def2-TZVPD basis set, the OMol25 dataset).

The geometry in XYZ format:
```
71
Properties=species:S:1:pos:R:3:forces:R:3
Cr -0.58362 -1.30189 -0.43169 -0.8 -0.3 -1.0
C 5.39868 -5.36219 -2.81769 0.0 0.0 0.0
C 4.49458 -4.17709 -2.67099 -0.1 0.2 0.0
C 3.17018 -4.21139 -3.09429 0.0 0.2 0.0
C 2.32328 -3.13249 -2.87999 -0.2 0.0 -0.2
C 2.80938 -2.00769 -2.24129 -0.4 0.3 0.0
C 4.14238 -1.92279 -1.87829 0.1 0.1 0.1
C 4.97688 -3.00429 -2.09069 -0.1 0.1 0.0
S 1.73608 -0.68399 -1.72519 0.1 0.2 0.7
O 0.41668 -0.81749 -2.36099 0.1 -0.3 -0.2
O 2.41348 0.56501 -1.90999 0.3 -0.1 0.0
N 1.26438 -0.93919 -0.20489 1.2 0.6 -1.5
C 1.77538 -0.86029 1.03801 1.1 0.1 0.7
C 3.09998 -0.79519 1.44821 -0.8 -0.1 -0.6
C 3.39938 -0.71819 2.80571 -0.3 0.1 0.8
C 2.41368 -0.67549 3.76441 0.4 0.0 0.0
C 1.05678 -0.72829 3.39421 -0.2 -0.1 -0.4
C -0.02452 -0.64649 4.29761 -0.2 0.0 -0.5
C -1.30762 -0.67339 3.80411 0.3 0.1 0.4
C -1.51992 -0.82709 2.43481 0.3 -0.1 -0.5
N -0.53202 -0.93209 1.55311 -0.7 0.2 1.5
C 0.74108 -0.85699 2.02171 0.5 0.2 0.4
H 4.87288 -6.21039 -3.24219 0.0 -0.1 -0.1
H 5.78328 -5.65499 -1.84349 0.1 -0.1 0.1
H 6.25318 -5.12889 -3.44999 0.1 0.0 -0.1
H 2.77628 -5.09639 -3.57239 0.0 -0.1 0.0
H 1.29088 -3.16379 -3.20439 0.0 -0.1 0.1
H 4.50398 -1.00229 -1.44559 0.2 0.0 0.1
H 6.01118 -2.94339 -1.78659 0.1 0.0 0.0
H 3.88858 -0.81779 0.71621 0.1 0.0 -0.1
H 4.43428 -0.68829 3.10981 0.1 0.0 0.0
H 2.66038 -0.58879 4.81021 0.1 0.0 0.1
H 0.17108 -0.55309 5.35511 0.0 0.0 0.1
H -2.15852 -0.57469 4.46161 0.0 -0.1 0.0
H -2.53312 -0.86159 2.05191 0.1 -0.1 -0.1
S 0.22378 7.46951 -1.94619 0.1 -0.3 0.1
C 0.23568 6.09621 -1.02909 1.1 0.9 -1.5
S 1.55708 4.95551 -1.14199 -0.9 -0.1 0.6
C 0.68878 3.91621 0.02401 1.7 0.2 -1.1
N -0.44852 4.42681 0.37131 -1.2 0.0 0.8
N -0.70132 5.62671 -0.16479 0.6 -0.8 0.3
C -1.84982 6.29791 0.30991 -0.9 0.3 0.4
C -2.00802 7.67871 0.22921 0.2 0.0 0.0
C -3.14582 8.26721 0.75511 -0.1 -0.2 0.1
C -4.11292 7.49981 1.38231 0.1 0.1 0.0
C -3.93792 6.12831 1.48321 0.0 0.0 0.0
C -2.81992 5.52291 0.94551 0.0 0.0 -0.2
S 1.38388 2.50851 0.59371 -0.2 -0.2 0.2
H -1.25552 8.30071 -0.22759 -0.1 -0.1 0.1
H -3.26552 9.33821 0.68631 0.0 0.1 0.0
H -4.98722 7.97141 1.80491 -0.1 0.0 0.0
H -4.67522 5.52741 1.99101 -0.1 -0.1 0.0
H -2.67772 4.45561 1.00451 -0.1 0.0 0.1
I -2.00652 1.52731 -0.43039 -0.5 -0.1 -0.1
C -3.26072 -0.17329 -0.57709 0.7 0.3 0.0
C -4.63032 -0.02319 -0.60649 -0.3 0.0 0.0
C -5.42312 -1.16119 -0.66899 0.6 -0.1 0.0
C -4.78202 -2.39319 -0.72059 -0.3 0.4 0.0
C -3.40552 -2.43929 -0.70299 0.3 -0.4 0.0
N -2.61652 -1.35119 -0.61069 -1.9 0.3 -0.2
H -5.05622 0.96671 -0.58479 0.0 0.1 0.0
H -6.49712 -1.08399 -0.67299 -0.2 0.0 0.0
H -5.33802 -3.31279 -0.78239 0.0 -0.1 0.0
H -2.91402 -3.40139 -0.74839 0.0 0.2 0.0
F -0.82232 -3.25479 -1.81279 0.4 -0.5 1.0
As -0.24682 -4.46999 -0.59729 -0.2 -1.7 0.3
F -1.12182 -3.57749 0.69661 0.4 -0.3 -0.9
F 0.28858 -5.63139 0.58371 -0.2 0.5 -0.5
F 1.14638 -3.47479 -0.27419 -0.6 -0.6 -0.2
F 0.56108 -5.32729 -1.87579 -0.2 0.5 0.4
F -1.69792 -5.41339 -0.90229 0.5 0.7 0.2
```
Forces are in eV/Å.

Summary:
**Kohn-Sham gap (spin up / spin down)**: 0.266 / 0.187 Eh
**2S+1**: 6
**Expectation value of S²**: 8.80
**HOMO level (spin up / spin down)**: -0.2808 / -0.2968 Ha


(4)
# C4H13N4

A gas-phase ion, C4H13N4 (charge +1) at a distorted geometry (ωB97M-V with the def2-TZVPD basis set, the OMol25 dataset).

The geometry in XYZ format:
```
21
Properties=species:S:1:pos:R:3:forces:R:3
C -2.07520 -0.66929 1.16634 -4.1 -3.0 3.1
C 1.48606 -1.28504 -0.76283 -1.7 0.2 3.1
C 1.07580 0.11325 -0.34282 1.6 2.1 -1.3
C -0.44379 0.41010 -0.27167 1.8 -1.7 0.9
N -0.89164 -0.38810 0.88600 4.0 2.0 -1.6
N 1.55631 0.43275 1.06762 -0.7 -1.6 -0.2
N -1.07799 -0.05189 -1.47509 -0.2 -1.0 0.9
N -0.52105 1.83611 0.03750 3.1 -3.1 -0.7
H -2.46337 -1.36740 1.91430 0.5 0.0 -0.3
H -2.83062 -0.21599 0.62920 -1.7 1.4 -1.1
H 0.71643 -1.88337 -0.25275 0.2 -0.7 -0.8
H 2.41667 -1.63480 -0.36701 0.8 0.2 0.2
H 1.49582 -1.34516 -1.79298 -0.3 -0.4 -2.1
H 1.61435 0.80745 -1.05621 -0.9 -0.2 0.9
H 0.76312 -0.09302 1.55330 1.4 0.0 0.5
H 2.52472 0.02607 1.12722 -1.2 0.9 0.9
H -1.73627 0.67752 -1.66080 -1.1 -0.3 -0.8
H -1.50433 -1.01877 -1.30935 0.5 2.1 -0.6
H 1.33675 1.38508 1.41895 0.9 -0.2 -0.8
H -1.39232 2.14323 0.28385 -2.6 1.3 0.1
H -0.04946 2.12127 -0.79278 -0.4 2.1 -0.5
```
Forces are in eV/Å.

Summary:
**Kohn-Sham gap (spin up / spin down)**: 0.252 / 0.267 Eh
**2S+1**: 3
**Net charge**: +1
**Expectation value of S²**: 2.01
**HOMO level (spin up / spin down)**: -0.3617 / -0.5193 Ha
**Relative energy (zero: lowest compared OMol25 entry of this formula, charge and spin)**: 1.554 eV


(5)
# C5H10N2S

2 unconnected molecules or ions with the total composition C5H10N2S at a distorted geometry (ωB97M-V with the def2-TZVPD basis set, the OMol25 dataset).

The geometry in XYZ format:
```
18
Properties=species:S:1:pos:R:3:forces:R:3
C -2.03940 0.25896 -0.67882 -0.1 -1.1 -1.0
C -0.69915 1.02185 -0.79531 0.1 0.0 4.1
C 0.24690 0.43695 0.28261 0.8 2.4 -0.6
C -0.08949 -0.48012 1.17964 1.4 2.2 0.1
N 0.70281 -0.68980 2.29402 0.4 0.9 -1.2
H -2.58427 0.37403 0.24710 0.4 0.2 0.7
H -2.71571 0.76311 -1.34842 -0.5 -0.5 -0.9
H -1.99037 -0.93035 -0.84439 0.1 2.9 -0.1
H -0.25252 0.99336 -1.74361 0.3 -0.2 -1.5
H -0.69455 2.12962 -0.45546 -0.9 -1.6 -0.8
H 1.21855 1.02556 0.38634 -1.6 -0.9 0.3
H -1.07490 -0.86975 1.05244 -0.1 -1.0 0.7
H 0.35068 -1.35926 2.87833 -0.2 -1.8 2.0
H 1.65071 -0.30974 2.42282 -1.2 -0.4 -0.3
N 2.50983 -0.06916 -1.19241 1.1 0.8 0.2
C 1.53472 -0.75289 -1.18984 2.7 0.5 -0.7
S 0.61681 -1.81203 -1.80382 -2.2 -2.4 -1.0
H 3.30934 0.26966 -0.69122 -0.5 -0.1 0.1
```
Forces are in eV/Å.

Summary:
**Kohn-Sham gap**: 0.311 Eh
**Structure (SMILES)**: CC/C=C/N.N=C=S
**HOMO level**: -0.2795 Ha
**Relative energy (zero: lowest compared OMol25 entry of this formula, charge and spin)**: 3.252 eV


(6)
# C2H4N4

C2H4N4 in the gas phase (ωB97M-V with the def2-TZVPD basis set, the OMol25 dataset).

The geometry in XYZ format:
```
10
Properties=species:S:1:pos:R:3:forces:R:3
N -1.76882 -0.09242 -0.13376 -0.1 -0.1 -0.2
C -0.37791 -0.14278 -0.33540 0.3 -0.1 0.8
N 0.49323 -1.14481 -0.24059 -0.4 0.5 0.3
C 1.63647 -0.49349 0.11127 0.2 0.5 0.0
N 1.53336 0.82522 0.21184 0.3 -0.4 -0.4
N 0.25094 1.02685 -0.12742 -0.1 0.0 0.0
H -1.86659 -0.09628 0.88048 -0.4 0.0 -0.3
H -2.31796 -0.84990 -0.51351 0.3 -0.2 -0.1
H 2.57123 -0.97932 0.37982 -0.3 0.0 -0.3
H -0.15394 1.94695 -0.23273 0.2 -0.2 0.2
```
Forces are in eV/Å.

Summary:
**Kohn-Sham gap**: 0.382 Eh
**Structure (SMILES)**: Nc1ncn[nH]1
**HOMO level**: -0.3502 Ha
**Relative energy (zero: lowest compared OMol25 entry of this formula, charge and spin)**: 0.507 eV


(7)
# C2H2Cl3P

C2H2Cl3P in the gas phase at a distorted geometry (ωB97M-V with the def2-TZVPD basis set, the OMol25 dataset).

The geometry in XYZ format:
```
8
Properties=species:S:1:pos:R:3:forces:R:3
P 1.23553 0.86306 0.81903 -1.1 -1.3 0.1
C -0.45264 1.24702 0.35889 -1.6 0.8 -1.0
Cl -0.34243 1.78398 -1.35628 -1.2 0.4 0.8
C -1.63452 1.11041 1.04592 5.9 0.0 -1.8
Cl -3.04492 1.75131 0.71590 -3.9 1.5 -1.4
Cl -1.44879 0.35634 2.50213 -0.8 -1.1 2.9
H 0.54879 -0.01729 1.90092 2.0 0.1 -1.9
H 1.23898 0.25702 -0.58679 0.7 -0.5 2.2
```
Forces are in eV/Å.

Summary:
**Kohn-Sham gap**: 0.330 Eh
**Structure (SMILES)**: PC(Cl)=C(Cl)Cl
**HOMO level**: -0.3213 Ha
**Relative energy (zero: lowest compared OMol25 entry of this formula, charge and spin)**: 3.663 eV


(8)
# C26H29N7OPdS2

A molecular structure, C26H29N7OPdS2 (ωB97M-V with the def2-TZVPD basis set, the OMol25 dataset).

The geometry in XYZ format:
```
66
Properties=species:S:1:pos:R:3:forces:R:3
Pd 0.56924 1.90184 -2.51248 0.1 -0.2 -0.1
N -1.07431 -0.17969 -1.35344 0.2 -0.4 -0.5
N -2.35735 0.17654 -1.75414 0.0 0.1 -0.1
C -2.60925 1.25376 -2.53322 0.0 -0.3 0.2
N -3.95742 1.43942 -2.73068 0.0 0.1 0.0
S -1.53432 2.34067 -3.21045 0.0 0.2 -0.1
H -1.01342 -1.17814 -1.22375 0.0 -0.1 -0.1
H -0.80890 0.34878 -0.52150 -0.2 -0.1 0.0
H -3.11422 -0.06340 -1.12710 0.0 0.0 0.0
H -4.52144 0.60696 -2.81444 0.0 0.0 0.0
H -4.17275 2.16498 -3.39453 0.0 0.0 0.0
N -1.36951 1.83026 0.38886 -0.1 0.4 0.4
S -0.82621 2.43118 1.72230 0.0 0.1 0.2
C 0.59854 3.50044 1.44813 0.0 0.0 0.0
C 1.29605 3.96652 2.55690 0.0 0.0 0.0
C 2.39084 4.79393 2.37111 0.0 0.0 0.0
C 2.78106 5.15154 1.08449 0.0 0.0 0.0
C 2.08124 4.67441 -0.01264 0.0 0.0 0.0
C 0.98571 3.83602 0.16322 -0.1 0.0 0.0
C -1.91902 3.73341 2.32707 0.0 0.0 0.0
C -2.55348 3.53954 3.54300 0.0 0.0 0.0
C -3.45018 4.49421 4.00834 0.0 0.0 0.0
C -3.70916 5.62539 3.25089 0.0 0.0 0.0
C -3.07381 5.80886 2.02697 0.0 0.0 0.0
C -2.17473 4.86440 1.56310 0.0 0.0 0.0
H -1.50588 2.52604 -0.34588 0.0 0.0 0.0
H 0.98043 3.69062 3.55684 0.0 0.0 0.0
H 2.93894 5.16273 3.22853 0.0 0.0 0.0
H 3.63386 5.80329 0.94227 0.0 0.0 0.0
H 2.37808 4.94539 -1.01852 0.0 0.0 0.0
H 0.46094 3.43307 -0.70621 0.0 0.0 0.0
H -2.35074 2.64500 4.11938 0.0 0.0 0.0
H -3.94686 4.35005 4.95897 0.0 0.0 0.0
H -4.40862 6.36857 3.61109 0.0 0.0 0.0
H -3.27841 6.69280 1.43704 0.0 0.0 0.0
H -1.66933 5.00504 0.61426 0.0 0.0 0.0
C -2.03903 -8.58631 -0.20837 0.0 0.0 0.0
C -0.99538 -7.51912 -0.39866 0.0 0.0 0.0
C 0.23939 -7.80527 -0.96662 0.0 0.0 0.0
C 1.18763 -6.81372 -1.15758 0.0 0.0 0.0
C 0.92564 -5.50186 -0.77829 0.0 0.0 0.0
N 1.95137 -4.55231 -0.97076 0.0 0.0 0.0
C 1.82331 -3.18359 -0.97485 0.0 0.0 0.0
O 0.77448 -2.59038 -0.84257 0.0 0.0 0.0
N 3.04329 -2.54523 -1.15298 0.0 0.0 0.0
C 3.19468 -1.14248 -1.15962 0.0 0.0 0.0
C 4.28304 -0.55695 -0.52994 0.0 0.0 0.0
C 4.42382 0.81838 -0.58484 0.0 0.0 0.0
C 3.46184 1.56583 -1.24193 0.0 0.0 0.0
N 2.41227 1.00670 -1.84651 -0.1 0.1 0.0
C 2.29019 -0.32350 -1.82496 0.1 0.0 0.0
C -0.30359 -5.19678 -0.19922 0.0 0.0 0.0
C -1.23983 -6.20260 -0.02097 0.0 0.0 0.0
H -1.62353 -9.57850 -0.38112 0.0 0.0 0.0
H -2.87182 -8.44877 -0.90088 0.0 0.0 0.0
H -2.44763 -8.56247 0.80269 0.0 0.0 0.0
H 0.46803 -8.82025 -1.26929 0.0 0.0 0.0
H 2.14276 -7.06318 -1.60715 0.0 0.0 0.0
H 2.82085 -4.92809 -1.30940 0.0 0.0 0.0
H 3.87344 -3.07100 -0.93683 0.0 0.0 0.0
H 5.00567 -1.16914 -0.00243 0.0 0.0 0.0
H 5.26030 1.31115 -0.10945 0.0 0.0 0.0
H 3.52141 2.64382 -1.28780 0.0 0.0 0.0
H 1.43447 -0.73394 -2.33880 0.0 0.0 0.0
H -0.52112 -4.18557 0.10294 0.0 0.0 0.0
H -2.19153 -5.94931 0.43240 0.0 0.0 0.0
```
Forces are in eV/Å.

Summary:
**Kohn-Sham gap**: 0.220 Eh
**HOMO level**: -0.2019 Ha
**Relative energy (zero: lowest compared OMol25 entry of this formula, charge and spin)**: 0.146 eV


Number 1: E_tot -10874.1207 eV. Number 2: E_tot -10113.1032 eV. Number 3: E_tot -198986.0299 eV. Number 4: E_tot -10307.3512 eV. Number 5: E_tot -19159.6540 eV. Number 6: E_tot -8098.8071 eV. Number 7: E_tot -48959.5550 eV. Number 8: E_tot -65060.0812 eV.